Molecular formula: C2H3NO2S
Method: DFT, the ωB97M-V functional and the def2-TZVPD basis

Highest occupied orbital energy: -10.432 eV
2S+1: 1
Charge: 0
Energy above the lowest of the compared OMol25 structures with the same formula, charge and spin: 2.3624 eV
E: -681.3725 a.u.
Frontier orbital gap: 9.4724 eV

Last columns: bonded neighbours and bond lengths (Å).
Element x y z (Å)
1 C -2.61685 0.97403 -0.23367  N3 1.207, O4 1.201
2 C 2.39839 -0.26064 0.15071  S6 1.638, H7 1.119, H8 1.098
3 N -1.58196 0.37721 -0.40525  C1 1.207, H9 0.947
4 O -3.63694 1.60398 -0.15647  C1 1.201
5 O 0.12037 -1.40639 0.51946  S6 1.513
6 S 1.06125 -0.89666 -0.55080  C2 1.638, O5 1.513
7 H 2.30440 -0.19081 1.26400  C2 1.119
8 H 3.09146 0.15144 -0.59512  C2 1.098
9 H -1.14011 -0.35216 0.00714  N3 0.947